Record 1
# C39H45BrN8O3OsSSi

A structure of composition C39H45BrN8O3OsSSi (ωB97M-V with the def2-TZVPD basis set, OMol25).

```
99
Properties=species:S:1:pos:R:3:lowdin_spin:R:1
Os 1.834 -1.569 0.995 2.35
C 3.369 -4.771 -1.453 0.01
C 2.752 -5.937 -0.996 0.02
C 1.818 -5.832 -0.001 0.01
C 1.494 -4.590 0.559 0.02
N 2.102 -3.454 0.124 0.03
C 3.022 -3.581 -0.882 0.02
N 0.522 -4.648 1.528 0.03
C 0.214 -3.708 2.329 0.01
N 0.774 -2.421 2.409 0.12
C 0.134 -1.732 3.458 0.01
N 0.359 -0.554 3.879 0.03
C 1.278 0.329 3.363 0.01
C 1.463 1.477 4.144 0.01
C 2.298 2.483 3.735 0.02
C 2.944 2.345 2.508 0.01
C 2.743 1.202 1.787 0.02
N 1.941 0.173 2.189 0.02
C -0.883 -2.617 4.030 0.00
C -1.772 -2.400 5.066 0.00
C -2.621 -3.451 5.391 0.00
C -2.569 -4.667 4.703 0.00
C -1.668 -4.872 3.666 0.00
C -0.834 -3.816 3.348 0.00
H 4.103 -4.787 -2.245 0.00
H 2.998 -6.900 -1.421 0.00
H 1.294 -6.691 0.391 0.00
H 3.482 -2.674 -1.224 0.00
H 0.909 1.527 5.069 0.00
H 2.437 3.366 4.344 0.00
H 3.595 3.112 2.114 0.00
H 3.225 1.085 0.835 0.00
H -1.799 -1.459 5.597 0.00
H -3.335 -3.331 6.195 0.00
H -3.242 -5.464 4.989 0.00
H -1.620 -5.809 3.129 0.00
O 2.970 5.023 -6.311 0.20
S 2.444 3.764 -6.788 0.08
O 1.277 3.242 -6.160 0.04
O 2.805 3.304 -8.093 0.11
C 4.032 2.786 -5.741 0.36
N 5.225 2.970 -6.192 0.08
C 6.157 2.313 -5.497 0.02
C 5.824 1.534 -4.387 -0.01
C 4.488 1.462 -4.038 0.02
N 3.559 2.116 -4.754 0.09
C 3.943 0.704 -2.876 0.00
C 2.579 0.455 -2.819 0.00
C 2.052 -0.193 -1.722 0.01
N 2.810 -0.585 -0.683 0.02
C 4.137 -0.360 -0.745 0.01
C 4.734 0.267 -1.817 0.00
H 7.182 2.418 -5.829 0.00
H 6.597 1.010 -3.846 0.00
H 1.927 0.785 -3.616 0.00
H 0.991 -0.385 -1.652 0.00
H 4.726 -0.684 0.105 0.01
H 5.801 0.437 -1.790 0.00
C -2.344 1.814 2.784 0.00
C -2.120 2.335 1.355 0.00
C -3.030 3.560 1.134 0.00
C -0.658 2.814 1.283 0.00
Si -2.554 0.987 0.075 0.03
Br -0.721 -0.514 0.333 0.12
C -2.415 1.498 -1.745 0.00
C -1.252 2.481 -1.964 0.00
C -2.179 0.322 -2.709 0.00
C -3.730 2.199 -2.150 0.00
C -4.025 -0.130 0.518 0.01
C -5.239 0.775 0.816 0.00
C -3.782 -1.039 1.739 0.00
C -4.385 -1.064 -0.649 0.00
H -2.060 2.604 3.487 0.00
H -1.737 0.933 3.010 0.00
H -3.387 1.573 2.984 0.00
H -2.806 4.305 1.903 0.00
H -4.091 3.323 1.212 0.00
H -2.857 4.033 0.167 0.00
H -0.466 3.446 2.156 0.00
H -0.447 3.411 0.400 0.00
H 0.054 1.986 1.314 0.00
H -0.308 2.106 -1.558 0.00
H -1.448 3.461 -1.530 0.00
H -1.114 2.629 -3.039 0.00
H -1.218 -0.164 -2.525 0.00
H -2.157 0.716 -3.728 0.00
H -2.952 -0.441 -2.672 0.00
H -3.974 3.048 -1.510 0.00
H -4.581 1.517 -2.146 0.00
H -3.627 2.581 -3.169 0.00
H -5.113 1.349 1.734 0.00
H -6.120 0.141 0.949 0.00
H -5.462 1.471 0.006 0.00
H -3.542 -0.496 2.651 0.00
H -2.987 -1.763 1.553 0.00
H -4.699 -1.604 1.927 0.00
H -4.747 -0.528 -1.526 0.00
H -5.192 -1.726 -0.323 0.00
H -3.546 -1.696 -0.948 0.00
```

Properties
- HOMO energy (spin up / spin down) (eV) = -13.898 / -13.883
- spin multiplicity = 5
- charge = +2
- E (hartree) = -5528.76404

---

Record 2
# C3H7DyFO2

A structure of composition C3H7DyFO2 in a non-equilibrium geometry (ωB97M-V with the def2-TZVPD basis set, OMol25).

```
14
Properties=species:S:1:pos:R:3:lowdin_spin:R:1
O -0.308 -2.047 0.212 0.05
C 0.262 -1.631 -0.980 0.01
C 0.693 -0.173 -0.930 0.00
O -0.416 0.594 -0.396 0.05
C -0.211 1.891 -0.086 0.01
Dy -1.573 -1.011 1.522 5.82
H -0.434 -1.759 -1.832 0.00
H 1.173 -2.213 -1.218 0.00
H 0.923 0.223 -1.928 0.00
H 1.549 -0.037 -0.253 0.00
H -1.128 2.485 -0.066 0.00
H 0.751 2.329 -0.365 0.00
H -0.186 0.634 3.364 0.01
F -1.095 0.715 2.957 0.05
```

Properties
- HOMO energy (spin up / spin down) (eV) = -16.786 / -17.482
- spin multiplicity = 7
- charge = +2
- E (hartree) = -1253.16473

---

Record 3
# C34H37BIrN3O6

A structure of composition C34H37BIrN3O6 (ωB97M-V with the def2-TZVPD basis set, OMol25).

```
82
Properties=species:S:1:pos:R:3:lowdin_spin:R:1
Ir -0.163 0.066 -0.098 0.24
C 3.397 2.206 1.284 0.00
C 3.056 1.097 2.284 0.00
C 4.198 0.889 3.280 0.00
C 1.745 1.389 2.972 0.00
C 1.663 2.385 3.939 0.00
C 0.465 2.675 4.567 0.00
C -0.680 1.967 4.243 0.00
C -0.659 0.970 3.275 0.01
C -1.928 0.184 2.989 0.00
C -3.166 1.065 2.840 0.00
C -2.151 -0.857 4.094 0.00
C 0.571 0.704 2.659 0.02
N 0.560 -0.323 1.632 0.23
C 0.661 -1.600 2.012 -0.07
C 0.295 -2.528 1.067 0.17
C 0.233 -3.960 0.987 0.04
C -0.261 -4.239 -0.239 0.09
C -0.527 -2.974 -0.920 0.17
N -0.195 -1.979 -0.107 0.00
C -1.001 -2.859 -2.334 0.02
C -1.469 -1.454 -2.699 0.00
C -2.150 -3.854 -2.563 0.01
C 0.207 -3.247 -3.212 0.02
H 4.316 1.967 0.747 0.00
H 3.542 3.160 1.795 0.00
H 2.596 2.341 0.554 0.00
H 2.943 0.176 1.713 0.00
H 4.452 1.814 3.800 0.00
H 5.094 0.553 2.757 0.00
H 3.943 0.142 4.034 0.00
H 2.551 2.941 4.208 0.00
H 0.422 3.454 5.316 0.00
H -1.607 2.194 4.753 0.00
H -1.801 -0.365 2.050 0.00
H -3.426 1.539 3.788 0.00
H -4.021 0.462 2.535 0.00
H -3.028 1.857 2.102 0.00
H -2.295 -0.359 5.055 0.00
H -1.299 -1.531 4.200 0.00
H -3.038 -1.456 3.884 0.00
H 0.974 -1.825 3.023 0.00
H 0.546 -4.650 1.753 0.00
H -0.431 -5.214 -0.663 0.00
H -2.273 -1.106 -2.051 0.00
H -1.856 -1.476 -3.719 0.00
H -0.650 -0.731 -2.699 0.00
H -2.990 -3.646 -1.899 0.00
H -1.840 -4.888 -2.415 0.00
H -2.500 -3.760 -3.591 0.00
H 1.025 -2.537 -3.083 0.00
H -0.096 -3.226 -4.260 0.00
H 0.576 -4.248 -2.984 0.00
O -0.226 2.123 0.060 0.00
C -1.391 2.205 -0.450 0.00
O -1.894 1.114 -0.894 0.02
C -2.122 3.476 -0.496 0.00
C -1.536 4.620 0.040 0.00
C -2.232 5.815 0.023 0.00
C -3.499 5.823 -0.531 0.00
C -4.102 4.702 -1.070 0.00
C -3.399 3.511 -1.050 0.00
N -4.253 7.103 -0.544 0.00
O -3.703 8.074 -0.073 0.00
O -5.351 7.094 -1.056 0.00
H -0.544 4.564 0.468 0.00
H -1.818 6.726 0.427 0.00
H -5.094 4.775 -1.489 0.00
H -3.830 2.607 -1.457 0.00
O 1.783 -0.007 -2.280 0.00
B 1.668 -0.206 -0.910 0.01
O 2.845 -0.677 -0.366 0.00
C 3.734 -0.744 -1.429 0.00
C 5.051 -1.137 -1.416 0.00
C 5.712 -1.101 -2.643 0.00
C 5.067 -0.692 -3.805 0.00
C 3.731 -0.296 -3.800 0.00
C 3.093 -0.337 -2.582 0.00
H 5.541 -1.454 -0.506 0.00
H 6.751 -1.398 -2.690 0.00
H 5.615 -0.678 -4.737 0.00
H 3.223 0.028 -4.697 0.00
```

Properties
- HOMO energy (spin up / spin down) (eV) = -11.410 / -11.405
- spin multiplicity = 2
- charge = +1
- E (hartree) = -2062.52279